[1]
Here is a 2-piece molecular cluster, C11H18IN2O overall from the Open Molecules 2025 dataset. Energies are from wB97M-V/def2-TZVPD.

Values from the calculation:
M, g mol⁻¹: 321.2
Total charge: +1
Gap between HOMO and LUMO, eV: 7.9
ΔE to the lowest compared entry with this formula, charge and spin, kcal/mol: 150.5

Cartesian coordinates (Å):
C  -0.845  -3.542  2.151
C  0.087  -3.149  1.042
C  -0.054  -1.651  0.391
N  0.695  -0.357  0.620
C  0.032  0.685  -0.305
N  -1.109  0.157  -1.194
C  -1.167  -1.292  -0.758
C  -2.293  -2.296  -1.402
C  -3.780  -1.624  -1.242
C  -4.137  -1.077  0.263
I  -4.596  -2.633  1.731
H  -0.840  -2.868  3.111
H  -1.585  -4.454  2.036
H  0.894  -3.873  0.573
H  1.469  -0.235  1.309
H  0.367  1.828  -0.348
H  -1.700  0.658  -1.894
H  -2.022  -2.458  -2.553
H  -2.246  -3.358  -0.886
H  -4.566  -2.479  -1.506
H  -3.896  -0.776  -2.042
H  -3.334  -0.359  0.732
H  -5.125  -0.417  0.147
C  4.359  2.322  -0.102
C  3.383  3.448  0.109
O  2.191  3.228  0.322
C  3.920  4.853  0.047
H  3.831  1.365  -0.030
H  4.808  2.400  -1.095
H  5.133  2.353  0.669
H  4.349  5.044  -0.939
H  4.674  4.996  0.825
H  3.102  5.561  0.217

[2]
Here is a 9-piece molecular cluster, C40H104N6O17 overall from the Open Molecules 2025 dataset. Energies are from wB97M-V/def2-TZVPD.

Values from the calculation:
SMILES: COC[C@H](C)N.COCCNCCOC.COCCNCCOC.COCCNCCOC.COCCNCCOC.COCCNCCOC.OCCO.OCCO.OCCO
M, g mol⁻¹: 941.3
Gap between HOMO and LUMO, eV: 8.7
ΔE to the lowest compared entry with this formula, charge and spin, kcal/mol: 210.8

Cartesian coordinates (Å):
C  4.090  -8.841  -8.290
C  3.299  -9.968  -9.054
C  3.078  -9.744  -10.559
O  2.504  -10.975  -11.134
C  2.405  -10.974  -12.557
N  4.158  -11.121  -9.013
H  3.611  -7.876  -8.455
H  5.063  -8.746  -8.773
H  4.302  -8.972  -7.228
H  2.451  -10.244  -8.428
H  4.074  -9.554  -10.956
H  2.464  -8.907  -10.890
H  1.478  -11.467  -12.848
H  3.216  -11.603  -12.925
H  2.265  -10.172  -13.282
H  3.705  -11.684  -9.719
H  5.003  -10.918  -9.529
C  -5.479  6.494  -1.362
C  -6.511  6.610  -0.270
O  -6.193  6.206  1.086
O  -5.381  5.173  -1.905
H  -4.522  6.839  -0.970
H  -5.741  7.244  -2.108
H  -7.382  6.013  -0.542
H  -6.777  7.663  -0.186
H  -6.174  7.027  1.583
H  -5.004  4.550  -1.280
C  -5.467  4.698  -10.891
C  -5.758  3.867  -9.620
O  -6.522  4.443  -8.610
O  -5.047  3.970  -12.065
H  -4.527  5.153  -10.581
H  -6.310  5.354  -11.110
H  -4.882  3.603  -9.027
H  -6.233  2.939  -9.939
H  -6.014  5.018  -8.034
H  -5.882  3.587  -12.344
C  -4.740  0.752  6.876
C  -4.951  2.285  7.149
O  -6.188  2.815  6.780
O  -4.521  0.633  5.444
H  -5.441  -0.014  7.206
H  -3.737  0.670  7.296
H  -4.169  2.737  6.539
H  -4.743  2.483  8.200
H  -6.287  2.766  5.827
H  -5.318  0.813  4.939
C  3.269  -9.489  4.466
O  2.634  -8.640  5.478
C  1.260  -8.309  5.333
C  0.644  -7.618  6.603
N  1.051  -6.268  6.863
C  0.504  -5.246  5.891
C  1.511  -4.020  5.932
O  2.884  -4.325  6.022
C  3.588  -4.937  4.908
H  2.675  -10.401  4.535
H  4.302  -9.814  4.591
H  3.100  -8.954  3.532
H  0.768  -9.281  5.288
H  0.991  -7.729  4.451
H  0.844  -8.270  7.454
H  -0.445  -7.608  6.609
H  2.044  -6.187  7.030
H  -0.538  -5.008  6.104
H  0.457  -5.521  4.837
H  1.160  -3.352  6.718
H  1.324  -3.416  5.044
H  3.499  -4.469  3.928
H  3.606  -6.023  4.809
H  4.648  -4.788  5.118
C  0.726  12.963  1.618
O  0.432  11.588  1.266
C  1.149  10.989  0.241
C  0.743  9.480  -0.034
N  1.516  8.984  -1.207
C  1.077  9.384  -2.530
C  1.923  8.716  -3.638
O  1.160  7.934  -4.606
C  1.713  7.850  -5.911
H  -0.004  13.145  2.407
H  0.507  13.727  0.872
H  1.700  13.127  2.080
H  2.128  11.018  0.720
H  0.883  11.595  -0.625
H  -0.300  9.269  -0.272
H  1.025  8.847  0.807
H  1.687  7.999  -1.069
H  1.272  10.449  -2.653
H  0.008  9.214  -2.662
H  2.644  8.032  -3.190
H  2.504  9.497  -4.128
H  1.194  7.098  -6.506
H  2.787  7.665  -5.893
H  1.573  8.761  -6.492
C  -7.341  -10.184  -2.626
O  -6.885  -9.375  -3.718
C  -7.843  -8.573  -4.389
C  -7.556  -8.793  -5.933
N  -8.639  -9.570  -6.581
C  -8.852  -10.883  -5.981
C  -10.080  -11.595  -6.652
O  -9.407  -12.527  -7.606
C  -9.346  -13.906  -7.205
H  -6.484  -10.856  -2.661
H  -8.200  -10.844  -2.750
H  -7.567  -9.533  -1.782
H  -7.813  -7.539  -4.045
H  -8.852  -8.934  -4.186
H  -6.673  -9.404  -6.122
H  -7.469  -7.886  -6.531
H  -8.443  -9.639  -7.569
H  -8.955  -10.862  -4.896
H  -7.920  -11.446  -6.029
H  -10.643  -10.926  -7.302
H  -10.841  -12.099  -6.057
H  -10.290  -14.330  -6.860
H  -8.659  -14.273  -6.442
H  -9.112  -14.480  -8.102
C  1.371  2.204  1.222
O  1.286  2.453  -0.158
C  0.951  1.263  -0.825
C  -0.600  0.957  -0.766
N  -1.096  -0.175  -1.651
C  -0.993  0.088  -3.152
C  -0.830  -1.207  -4.075
O  0.221  -2.103  -3.594
C  -0.194  -3.226  -2.819
H  1.773  1.239  1.532
H  0.317  2.274  1.491
H  1.990  2.952  1.719
H  1.516  0.430  -0.406
H  1.278  1.417  -1.853
H  -0.997  1.967  -0.870
H  -0.846  0.756  0.277
H  -0.851  -1.112  -1.365
H  -0.065  0.660  -3.152
H  -1.800  0.720  -3.521
H  -0.484  -0.734  -4.995
H  -1.707  -1.698  -4.497
H  0.674  -3.855  -2.625
H  -1.015  -3.753  -3.305
H  -0.571  -2.827  -1.877
C  11.070  12.624  15.188
O  10.521  11.346  15.055
C  10.506  10.933  13.678
C  9.651  9.643  13.899
N  8.808  9.327  12.776
C  9.534  9.636  11.478
C  8.989  8.691  10.310
O  9.225  7.386  10.674
C  9.602  6.546  9.640
H  11.991  12.629  14.605
H  11.260  12.877  16.231
H  10.382  13.335  14.729
H  11.506  10.758  13.282
H  9.959  11.626  13.039
H  9.085  9.845  14.809
H  10.386  8.864  14.096
H  8.536  8.359  12.684
H  10.564  9.338  11.671
H  9.473  10.691  11.210
H  9.525  9.099  9.454
H  7.940  8.882  10.082
H  8.736  6.533  8.978
H  9.774  5.564  10.081
H  10.425  6.951  9.052

[3]
Here is a 2-piece molecular cluster, CBrClFI overall from the Open Molecules 2025 dataset. Energies are from wB97M-V/def2-TZVPD.

Values from the calculation:
M, g mol⁻¹: 273.3
Gap between HOMO and LUMO (alpha / beta), eV: 9.3 / 5.7
ΔE to the lowest compared entry with this formula, charge and spin, kcal/mol: 43.0

Cartesian coordinates (Å):
C  -0.318  -0.263  0.379
F  0.472  -1.203  0.789
Cl  -0.877  0.927  1.469
Br  -1.538  -0.796  -0.948
I  2.261  1.336  -1.689

[4]
Here is C35H51FN4Os as an isolated structure from the Open Molecules 2025 dataset. Energies are from wB97M-V/def2-TZVPD.

Values from the calculation:
M, g mol⁻¹: 737.0
Total charge: -2
Gap between HOMO and LUMO (alpha / beta), eV: 1.5 / 6.3
ΔE to the lowest compared entry with this formula, charge and spin, kcal/mol: 22.5
Spin multiplicity: 5
⟨S²⟩: 6.015

Cartesian coordinates (Å):
Os  -0.219  -0.220  1.998
C  -1.071  -1.733  5.659
C  -1.178  -0.792  3.635
N  -0.528  -0.788  4.839
H  -2.832  -3.016  5.326
N  -2.249  -1.626  3.798
H  -0.686  -1.948  6.640
C  0.453  -1.914  1.281
C  0.407  -2.079  -0.129
C  0.317  -3.366  -0.658
C  0.354  -4.492  0.171
C  0.547  -4.324  1.550
C  0.608  -3.057  2.116
H  0.408  -1.188  -0.764
H  0.237  -3.490  -1.742
H  0.657  -5.206  2.183
H  0.819  -2.923  3.176
C  0.246  -5.863  -0.399
H  0.072  -6.574  0.411
H  1.161  -6.158  -0.927
H  -0.583  -5.911  -1.113
C  0.636  0.097  5.003
C  0.991  0.184  6.476
C  1.795  -0.429  4.161
H  1.264  -0.803  6.876
H  1.855  0.853  6.597
H  0.156  0.591  7.058
H  1.058  2.134  4.369
H  -0.649  1.861  4.850
H  1.524  -0.468  3.054
C  0.222  1.422  4.357
H  2.080  -1.447  4.455
H  2.661  0.248  4.250
H  -0.064  1.301  3.254
C  -2.135  -2.267  5.002
C  -2.977  -3.256  2.146
H  -3.351  -4.065  2.778
H  -3.427  -3.327  1.152
C  -3.282  -1.893  2.760
H  -3.687  -1.113  0.801
C  -4.637  -1.880  3.463
H  -4.843  -0.904  3.916
H  -1.893  -3.369  2.033
H  -2.090  -0.625  1.394
H  -4.711  -2.644  4.241
H  -5.436  -2.075  2.744
C  -3.163  -0.798  1.709
H  -3.584  0.154  2.053
C  1.952  2.470  -5.629
N  1.959  2.107  -4.294
H  0.364  2.274  -7.107
N  0.022  1.607  -5.045
H  2.776  2.919  -6.155
C  3.031  2.434  -3.345
C  4.329  2.654  -4.101
C  2.652  3.705  -2.590
H  4.265  3.508  -4.785
H  5.133  2.871  -3.386
H  4.621  1.758  -4.663
H  3.838  1.538  -1.574
H  3.487  0.371  -2.872
H  1.696  3.573  -2.075
C  3.132  1.277  -2.371
H  2.580  4.567  -3.268
H  3.416  3.923  -1.832
H  2.152  1.081  -1.931
C  0.736  2.146  -6.107
C  -2.193  2.337  -4.308
H  -2.077  3.330  -4.756
H  -3.261  2.077  -4.332
C  -1.411  1.274  -5.076
H  -2.717  -0.244  -4.332
C  -1.859  1.206  -6.525
H  -1.307  0.432  -7.072
H  -1.869  2.368  -3.264
H  -1.261  -0.006  -3.336
H  -1.733  2.169  -7.034
H  -2.923  0.949  -6.576
C  -1.636  -0.048  -4.361
H  -1.161  -0.879  -4.892
C  0.768  1.589  -3.919
F  1.935  4.642  0.764
C  1.450  3.366  0.520
C  2.301  2.292  0.747
C  1.755  1.003  0.674
C  0.366  0.890  0.480
C  -0.438  1.964  0.069
C  0.112  3.244  0.138
H  3.350  2.437  1.001
H  2.383  0.110  0.746
H  -1.474  1.775  -0.197
H  -0.496  4.126  -0.037

[5]
Here is a 2-piece molecular cluster, ClF2OS overall from the Open Molecules 2025 dataset. Energies are from wB97M-V/def2-TZVPD.

Values from the calculation:
M, g mol⁻¹: 121.5
Total charge: +1
Gap between HOMO and LUMO (alpha / beta), eV: 5.9 / 8.0
ΔE to the lowest compared entry with this formula, charge and spin, kcal/mol: 74.2

Cartesian coordinates (Å):
O  0.605  -0.920  -1.099
F  1.180  1.339  -0.168
F  0.841  -0.483  1.346
S  0.280  0.001  -0.089
Cl  -2.905  0.063  0.010

[6]
Here is C52H51F6N4O3SSnTe as an isolated structure from the Open Molecules 2025 dataset. Energies are from wB97M-V/def2-TZVPD.

Values from the calculation:
M, g mol⁻¹: 1172.4
Total charge: +1
Gap between HOMO and LUMO, eV: 6.2
ΔE to the lowest compared entry with this formula, charge and spin, kcal/mol: 57.8

Cartesian coordinates (Å):
Sn  -0.875  -0.111  -1.675
C  -4.323  -0.892  4.681
C  -3.354  -0.728  3.506
C  -2.775  -1.727  2.746
C  -1.911  -1.389  1.753
C  -1.318  -2.519  0.877
O  -1.358  -2.509  -0.341
C  -0.685  -3.684  1.603
C  0.265  -3.399  2.592
C  0.993  -4.507  3.017
C  0.798  -5.788  2.557
C  -0.187  -6.030  1.561
C  -0.833  -4.979  1.047
C  -1.596  -0.049  1.342
O  -0.746  0.287  0.353
C  -2.282  0.950  2.087
C  -3.102  0.601  3.151
C  -1.896  2.330  1.678
N  -2.718  3.223  1.241
C  -4.200  3.178  0.981
C  -4.652  4.605  1.272
Te  -2.674  5.364  1.132
C  -2.322  5.303  3.173
C  -2.992  4.480  4.101
C  -2.680  4.500  5.428
C  -1.781  5.512  5.902
C  -1.112  6.328  4.972
C  -1.373  6.193  3.605
C  -0.491  2.735  1.872
C  0.276  3.305  0.817
C  1.612  3.598  1.142
C  2.084  3.351  2.405
C  1.299  2.785  3.397
C  -0.039  2.562  3.167
H  -3.883  -1.445  5.527
H  -5.165  -1.408  4.378
H  -4.565  0.133  5.038
H  -2.897  -2.767  2.960
H  0.468  -2.429  2.926
H  1.700  -4.375  3.868
H  1.310  -6.576  3.015
H  -0.407  -7.030  1.276
H  -1.644  -4.996  0.263
H  -3.572  1.335  3.856
H  -4.772  2.369  1.426
H  -4.263  2.935  -0.084
H  -5.059  4.722  2.289
H  -5.282  5.056  0.582
H  -3.839  3.831  3.822
H  -3.293  4.047  6.201
H  -1.734  5.808  6.914
H  -0.561  7.223  5.333
H  -0.911  6.895  2.940
H  -0.154  3.502  -0.177
H  2.144  3.968  0.283
H  3.087  3.561  2.684
H  1.835  2.591  4.319
H  -0.645  2.071  3.948
C  -0.095  -6.340  -4.818
C  1.153  -5.547  -5.227
C  1.258  -5.340  -6.707
C  2.383  -6.200  -4.747
C  0.982  -4.137  -4.608
C  0.050  -3.294  -5.133
C  -0.255  -2.087  -4.560
N  0.305  -1.731  -3.409
C  1.378  -2.439  -2.957
C  1.682  -3.661  -3.514
C  2.072  -1.840  -1.793
C  3.414  -2.230  -1.421
C  4.073  -1.648  -0.370
C  3.294  -0.732  0.326
C  1.990  -0.336  -0.050
N  1.395  -0.952  -1.070
C  5.520  -1.951  0.131
C  6.370  -0.691  0.007
C  6.074  -3.076  -0.738
C  5.370  -2.586  1.534
H  -0.222  -7.275  -5.410
H  -0.935  -5.722  -4.969
H  0.074  -6.653  -3.737
H  1.622  -6.318  -7.127
H  1.972  -4.495  -6.975
H  0.345  -5.071  -7.151
H  2.631  -7.124  -5.317
H  2.315  -6.364  -3.681
H  3.251  -5.542  -4.858
H  -0.536  -3.611  -6.022
H  -0.991  -1.330  -4.985
H  2.498  -4.296  -3.125
H  3.903  -2.714  -2.220
H  3.754  -0.052  1.123
H  1.584  0.619  0.379
H  6.301  -0.205  -0.973
H  7.471  -0.706  0.272
H  6.093  0.059  0.813
H  6.087  -2.734  -1.783
H  5.502  -3.993  -0.565
H  7.151  -3.297  -0.508
H  4.919  -1.909  2.254
H  6.339  -2.951  2.015
H  4.704  -3.440  1.453
C  -1.638  6.025  -2.368
C  -2.849  5.124  -2.027
O  -2.758  4.522  -0.765
C  -2.837  3.977  -3.123
F  -3.663  2.926  -2.812
F  -1.566  3.441  -3.003
F  -3.068  4.431  -4.320
C  -4.093  5.924  -2.157
F  -4.037  6.714  -3.258
F  -4.331  6.790  -1.077
F  -5.206  5.177  -2.222
H  -0.691  5.547  -2.098
H  -1.686  6.951  -1.823
H  -1.529  6.137  -3.449
S  2.905  2.674  -2.021
C  1.481  2.037  -1.994
N  0.367  1.644  -1.991